No. 1
{
  "formula": "C10H9N2O6Zr",
  "method": "wB97M-V/def2-TZVPD",
  "lumo_energy_ev": -7.51,
  "e_tot_ev": -27054.62131,
  "homo_ev": -11.00,
  "total_charge": 1,
  "gap_ev": 3.49,
  "symbols": ["Zr", "N", "C", "C", "C", "O", "O", "H", "H", "H", "H", "H", "H", "O", "C", "O", "C", "C", "C", "N", "C", "C", "C", "O", "O", "H", "H", "H"],
  "coordinates": [[-0.833, 0.491, 0.026], [-2.733, 1.868, -0.022], [-3.974, 1.117, -0.441], [-3.780, 0.285, -1.712], [-3.111, -1.050, -1.464], [-3.570, -2.126, -1.581], [-1.793, -0.860, -0.981], [-2.906, 2.331, 0.872], [-2.598, 2.651, -0.665], [-4.779, 1.832, -0.605], [-4.271, 0.482, 0.395], [-3.208, 0.851, -2.455], [-4.756, 0.087, -2.152], [5.842, -0.818, 1.542], [5.149, -1.677, 0.975], [5.371, -2.816, 0.543], [3.701, -1.201, 0.721], [2.776, -2.028, 0.079], [1.501, -1.591, -0.142], [1.091, -0.344, 0.257], [2.012, 0.472, 0.891], [3.290, 0.084, 1.134], [1.492, 1.820, 1.288], [2.061, 2.675, 1.856], [0.135, 1.954, 0.875], [3.121, -3.008, -0.228], [0.751, -2.198, -0.637], [4.018, 0.716, 1.630]]
}

No. 2
{
  "formula": "C38H39BrCoIN6O2P2",
  "method": "wB97M-V/def2-TZVPD",
  "lumo_energy_ev": [-10.00, -12.33],
  "s2": 6.03,
  "e_tot_ev": -187390.94084,
  "multiplicity": 5,
  "homo_ev": [-17.23, -17.54],
  "total_charge": 4,
  "gap_ev": [7.23, 5.21],
  "symbols": ["Co", "N", "C", "C", "C", "C", "C", "C", "P", "C", "C", "C", "C", "C", "C", "C", "C", "C", "C", "C", "C", "H", "H", "H", "H", "H", "H", "H", "H", "H", "H", "H", "H", "H", "H", "H", "H", "N", "C", "P", "O", "O", "C", "N", "H", "H", "H", "H", "H", "H", "H", "H", "H", "H", "N", "C", "C", "C", "C", "C", "C", "N", "C", "C", "C", "C", "N", "C", "C", "H", "H", "H", "H", "H", "H", "H", "H", "H", "Br", "C", "C", "C", "C", "C", "C", "I", "H", "H", "H", "H"],
  "coordinates": [[0.052, 0.904, 0.812], [0.643, 0.082, 2.875], [2.055, 0.178, 3.232], [2.445, 0.151, 4.561], [3.795, 0.232, 4.878], [4.748, 0.331, 3.874], [4.354, 0.366, 2.547], [3.001, 0.289, 2.215], [2.378, 0.439, 0.540], [3.578, 1.407, -0.397], [4.567, 0.829, -1.191], [5.547, 1.628, -1.769], [5.558, 2.998, -1.540], [4.585, 3.582, -0.730], [3.595, 2.787, -0.163], [2.312, -1.226, -0.178], [2.478, -2.364, 0.608], [2.383, -3.624, 0.033], [2.131, -3.754, -1.325], [1.964, -2.621, -2.114], [2.048, -1.362, -1.544], [0.387, -0.903, 2.832], [0.108, 0.459, 3.656], [1.707, 0.068, 5.349], [4.101, 0.218, 5.914], [5.797, 0.389, 4.127], [5.098, 0.466, 1.767], [4.578, -0.240, -1.362], [6.318, 1.176, -2.378], [6.340, 3.609, -1.972], [4.623, 4.643, -0.515], [2.866, 3.230, 0.508], [2.717, -2.274, 1.661], [2.540, -4.504, 0.642], [2.089, -4.736, -1.775], [1.789, -2.722, -3.177], [1.919, -0.484, -2.169], [-1.734, 1.934, -4.620], [-1.679, 2.477, -3.217], [-0.043, 2.019, -2.484], [0.519, 1.047, -3.478], [-0.236, 1.681, -1.038], [1.130, 3.460, -2.554], [2.313, 3.047, -3.380], [-1.664, 2.663, -5.333], [-2.601, 1.424, -4.800], [-0.925, 1.285, -4.718], [-2.456, 1.991, -2.628], [-1.891, 3.544, -3.222], [1.480, 3.670, -1.548], [0.698, 4.371, -2.966], [3.174, 3.033, -2.809], [2.477, 3.662, -4.178], [2.124, 2.085, -3.728], [-4.483, -4.711, 1.826], [-5.026, -5.930, 1.421], [-5.951, -6.773, 1.966], [-6.266, -7.917, 1.190], [-5.698, -8.176, -0.077], [-4.779, -7.321, -0.619], [-4.439, -6.155, 0.138], [-3.623, -5.155, -0.194], [-3.664, -4.300, 0.842], [-2.877, -3.059, 0.847], [-2.947, -2.120, 1.875], [-2.153, -0.991, 1.796], [-1.317, -0.754, 0.775], [-1.273, -1.644, -0.223], [-2.027, -2.806, -0.225], [-4.655, -4.255, 2.709], [-6.438, -6.607, 2.917], [-6.974, -8.627, 1.598], [-5.997, -9.070, -0.604], [-4.300, -7.503, -1.571], [-3.600, -2.228, 2.730], [-2.201, -0.235, 2.571], [-0.592, -1.430, -1.037], [-1.950, -3.506, -1.044], [-3.605, 2.964, 0.154], [-2.687, 4.589, 0.474], [-3.186, 5.751, -0.102], [-2.538, 6.958, 0.112], [-1.393, 7.015, 0.892], [-0.894, 5.861, 1.478], [-1.550, 4.656, 1.266], [-0.839, 2.999, 2.326], [-4.091, 5.710, -0.691], [-2.944, 7.860, -0.325], [-0.897, 7.959, 1.066], [-0.023, 5.909, 2.117]]
}

No. 3
{
  "formula": "C5H4O4Tb",
  "method": "wB97M-V/def2-TZVPD",
  "lumo_energy_ev": [-15.63, -19.63],
  "s2": 16.78,
  "e_tot_ev": -35814.68632,
  "multiplicity": 8,
  "homo_ev": [-25.39, -23.77],
  "total_charge": 4,
  "gap_ev": [9.76, 4.15],
  "symbols": ["C", "C", "H", "H", "O", "C", "O", "O", "Tb", "C", "C", "O", "H", "H"],
  "coordinates": [[-0.773, -0.461, -1.490], [-0.250, -1.553, -1.406], [0.189, -2.526, -1.240], [1.517, 0.065, -0.467], [3.396, -0.378, -1.635], [3.393, 0.410, -0.559], [4.416, 0.954, -0.163], [2.241, 0.580, -0.037], [5.231, 2.387, 1.578], [4.696, -1.617, -2.874], [4.510, -0.393, -2.476], [5.143, -2.722, -3.111], [5.388, 0.237, -2.286], [4.787, -3.180, -3.910]]
}

No. 4
{
  "formula": "C12H20BN2O6P2",
  "method": "wB97M-V/def2-TZVPD",
  "lumo_energy_ev": 2.29,
  "e_tot_ev": -47280.63517,
  "homo_ev": -3.22,
  "total_charge": -1,
  "gap_ev": 5.51,
  "symbols": ["C", "C", "P", "C", "N", "B", "C", "O", "C", "C", "C", "N", "C", "C", "P", "O", "O", "H", "H", "H", "H", "H", "H", "H", "H", "H", "H", "H", "H", "H", "H", "H", "H", "C", "C", "O", "C", "O", "O", "H", "H", "H", "H"],
  "coordinates": [[-0.640, 0.274, 4.032], [-0.431, 0.868, 2.863], [-0.376, 1.712, 1.102], [-0.346, 2.600, -0.590], [-0.025, 3.255, 1.962], [-2.279, 2.143, 1.351], [-3.476, 1.682, 0.342], [-2.647, 2.963, 2.509], [1.497, 1.258, 1.022], [2.189, 0.616, -0.270], [3.729, 0.339, -0.202], [4.633, 0.611, 0.888], [3.997, 1.171, 2.057], [2.486, 1.535, 2.251], [-1.031, -0.214, 0.282], [0.010, -1.525, 0.686], [-1.422, -0.151, -1.398], [-1.034, -0.168, 5.024], [0.342, 3.536, -0.475], [0.095, 1.995, -1.459], [-1.363, 3.012, -0.945], [0.856, 3.689, 1.645], [0.082, 3.015, 2.973], [-3.180, 1.753, -0.784], [-4.333, 2.469, 0.464], [-3.955, 0.667, 0.592], [-2.705, 3.895, 2.161], [1.569, 0.367, -1.216], [4.201, -0.134, -1.154], [4.696, 1.417, 2.952], [2.076, 2.014, 3.221], [-0.277, -2.306, 0.141], [-2.399, -0.272, -1.542], [-0.496, -4.027, -3.824], [0.742, -4.785, -3.454], [0.786, -4.659, -2.042], [-0.487, -4.419, -1.622], [-0.834, -4.425, -0.473], [-1.316, -4.170, -2.675], [-0.990, -4.440, -4.706], [-0.302, -2.963, -3.990], [0.676, -5.846, -3.713], [1.640, -4.364, -3.910]]
}

No. 5
{
  "formula": "C18H40N5OOsP3",
  "method": "wB97M-V/def2-TZVPD",
  "lumo_energy_ev": [-13.47, -14.60],
  "s2": 6.03,
  "e_tot_ev": -59099.79206,
  "multiplicity": 5,
  "homo_ev": [-18.40, -20.70],
  "total_charge": 4,
  "gap_ev": [4.92, 6.10],
  "symbols": ["Os", "P", "P", "P", "H", "C", "C", "H", "C", "C", "C", "C", "C", "C", "C", "C", "C", "H", "H", "H", "H", "H", "H", "H", "H", "H", "H", "H", "H", "H", "H", "H", "H", "H", "H", "H", "H", "H", "H", "H", "H", "H", "H", "H", "H", "H", "C", "C", "C", "C", "C", "C", "O", "H", "H", "H", "H", "H", "H", "N", "N", "N", "C", "N", "N", "H", "H", "H"],
  "coordinates": [[0.269, -0.484, 0.050], [-0.062, -1.775, -1.834], [1.776, 1.237, 0.214], [-1.466, 1.084, -0.542], [-1.039, -2.591, 2.954], [-0.805, -1.624, 2.495], [-0.989, -1.681, 0.994], [-0.603, -2.693, 0.671], [0.673, -3.436, -1.738], [0.914, -0.996, -3.173], [-1.740, -2.049, -2.543], [1.770, 1.923, 1.919], [3.368, 0.348, 0.003], [1.844, 2.655, -0.940], [-3.231, 0.617, -0.736], [-1.119, 1.922, -2.131], [-1.665, 2.485, 0.660], [-1.403, -0.841, 2.974], [-2.042, -1.547, 0.749], [0.038, -4.105, -1.148], [1.657, -3.384, -1.263], [0.797, -3.861, -2.740], [1.861, -0.630, -2.756], [0.371, -0.158, -3.623], [1.127, -1.752, -3.941], [-2.469, -2.348, -1.777], [-1.699, -2.844, -3.302], [-2.108, -1.132, -3.021], [2.482, 2.754, 2.009], [2.033, 1.132, 2.635], [0.758, 2.267, 2.172], [4.115, 1.026, -0.431], [3.197, -0.503, -0.678], [3.713, -0.035, 0.975], [1.063, 3.385, -0.694], [1.677, 2.289, -1.959], [2.829, 3.132, -0.905], [-3.654, 1.055, -1.648], [-3.822, 0.973, 0.116], [-3.385, -0.464, -0.794], [-2.035, 1.981, -2.727], [-0.378, 1.359, -2.705], [-0.740, 2.935, -1.958], [-2.720, 2.806, 0.682], [-1.040, 3.343, 0.371], [-1.387, 2.160, 1.671], [-5.613, -1.840, 0.431], [-4.971, -1.725, 1.796], [-5.093, -0.275, 2.122], [-6.316, 0.310, 1.921], [-7.357, -0.396, 1.234], [-7.025, -1.500, 0.497], [-4.911, -2.055, -0.555], [-3.998, -2.142, 1.652], [-5.496, -2.325, 2.532], [-4.285, 0.225, 2.663], [-6.527, 1.306, 2.318], [-8.371, 0.018, 1.232], [-7.745, -2.067, -0.083], [1.014, -2.157, 5.047], [1.426, -1.934, 3.730], [2.476, -2.560, 3.199], [2.435, -2.165, 1.917], [1.387, -1.393, 1.622], [0.642, -1.325, 2.797], [0.551, -1.324, 5.420], [1.852, -2.370, 5.571], [3.189, -2.565, 1.257]]
}

No. 6
{
  "formula": "CHFNO3S",
  "method": "wB97M-V/def2-TZVPD",
  "lumo_energy_ev": 3.27,
  "e_tot_ev": -22238.23791,
  "homo_ev": -4.43,
  "total_charge": -1,
  "gap_ev": 7.70,
  "symbols": ["C", "N", "O", "O", "O", "F", "S", "H"],
  "coordinates": [[-2.775, -0.588, -0.218], [-2.922, -0.860, -1.315], [2.596, -0.477, 0.440], [1.939, 1.721, -0.810], [0.223, 0.558, 0.457], [-2.565, -0.465, 1.022], [1.600, 1.147, 0.505], [1.905, -1.037, -0.080]]
}

No. 7
{
  "formula": "C6H14N2O8SZn",
  "method": "wB97M-V/def2-TZVPD",
  "lumo_energy_ev": 4.65,
  "e_tot_ev": -85064.19709,
  "homo_ev": -0.33,
  "total_charge": -2,
  "gap_ev": 4.98,
  "symbols": ["Zn", "S", "O", "O", "O", "O", "O", "C", "C", "O", "H", "H", "H", "H", "O", "C", "N", "C", "H", "H", "H", "H", "H", "O", "C", "N", "C", "H", "H", "H", "H", "H"],
  "coordinates": [[-2.183, 19.477, -4.725], [-1.278, 17.575, -6.571], [-2.255, 16.767, -7.397], [-1.530, 19.054, -6.725], [-1.571, 17.340, -5.098], [0.086, 17.208, -6.950], [-0.584, 20.464, -4.008], [-0.813, 21.744, -4.282], [-2.272, 22.180, -4.367], [-3.100, 21.255, -4.869], [-0.327, 22.035, -5.266], [-0.286, 22.464, -3.576], [-2.249, 23.138, -4.953], [-2.610, 22.452, -3.320], [-4.338, 18.685, -5.321], [-5.329, 18.233, -5.871], [-5.330, 17.641, -7.090], [-6.661, 18.347, -5.199], [-4.369, 17.304, -7.444], [-6.163, 17.212, -7.439], [-7.490, 18.216, -5.901], [-6.754, 19.384, -4.864], [-6.708, 17.653, -4.367], [-2.922, 18.835, -2.827], [-4.001, 19.005, -2.360], [-4.956, 18.034, -2.411], [-4.373, 20.335, -1.774], [-4.719, 17.203, -2.923], [-5.923, 18.258, -2.292], [-5.338, 20.335, -1.258], [-4.428, 21.007, -2.646], [-3.571, 20.700, -1.144]]
}

No. 8
{
  "formula": "C28H74O9",
  "method": "wB97M-V/def2-TZVPD",
  "lumo_energy_ev": 0.50,
  "smiles": "CC(C)O.CC(C)O.CCOCC.CCOCC.CCOCC.CCOCC.CCO.CCO.CCO",
  "e_tot_ev": -48659.94686,
  "homo_ev": -9.73,
  "gap_ev": 10.22,
  "symbols": ["C", "C", "O", "C", "C", "H", "H", "H", "H", "H", "H", "H", "H", "H", "H", "C", "C", "O", "C", "C", "H", "H", "H", "H", "H", "H", "H", "H", "H", "H", "C", "C", "O", "C", "C", "H", "H", "H", "H", "H", "H", "H", "H", "H", "H", "C", "C", "O", "C", "C", "H", "H", "H", "H", "H", "H", "H", "H", "H", "H", "C", "C", "C", "O", "H", "H", "H", "H", "H", "H", "H", "H", "C", "C", "C", "O", "H", "H", "H", "H", "H", "H", "H", "H", "C", "C", "O", "H", "H", "H", "H", "H", "H", "C", "C", "O", "H", "H", "H", "H", "H", "H", "C", "C", "O", "H", "H", "H", "H", "H", "H"],
  "coordinates": [[4.212, -3.851, -0.851], [5.154, -3.066, -1.719], [6.197, -3.931, -2.118], [7.144, -3.305, -2.984], [8.169, -4.343, -3.415], [4.620, -4.402, 0.000], [3.312, -3.332, -0.526], [3.846, -4.722, -1.414], [4.592, -2.741, -2.602], [5.530, -2.206, -1.154], [6.596, -2.887, -3.836], [7.632, -2.507, -2.412], [8.756, -3.780, -4.149], [7.701, -5.186, -3.915], [8.799, -4.635, -2.581], [-5.308, 4.394, 1.285], [-5.463, 2.863, 1.265], [-5.291, 2.371, -0.028], [-5.617, 0.986, -0.107], [-5.607, 0.608, -1.589], [-5.845, 4.820, 0.438], [-5.647, 4.836, 2.217], [-4.237, 4.588, 1.184], [-4.736, 2.479, 1.988], [-6.463, 2.694, 1.687], [-4.799, 0.430, 0.373], [-6.511, 0.775, 0.484], [-6.344, 1.144, -2.180], [-5.817, -0.463, -1.594], [-4.591, 0.808, -1.919], [-2.797, -1.716, 0.363], [-1.813, -0.802, -0.348], [-0.494, -1.081, 0.039], [0.488, -0.244, -0.532], [1.789, -0.963, -0.765], [-2.277, -2.585, 0.768], [-3.263, -1.344, 1.282], [-3.653, -1.959, -0.266], [-1.982, -0.884, -1.428], [-2.049, 0.237, -0.078], [0.204, 0.128, -1.527], [0.575, 0.638, 0.113], [2.186, -1.330, 0.188], [2.539, -0.367, -1.278], [1.599, -1.864, -1.355], [7.251, 4.948, 1.001], [6.740, 4.478, -0.346], [6.590, 3.067, -0.302], [5.904, 2.566, -1.432], [5.832, 1.051, -1.284], [7.430, 6.018, 1.074], [6.661, 4.535, 1.814], [8.259, 4.526, 1.100], [5.735, 4.887, -0.538], [7.346, 4.774, -1.208], [4.902, 3.004, -1.490], [6.480, 2.799, -2.335], [5.474, 0.777, -0.294], [6.750, 0.543, -1.572], [5.092, 0.668, -1.997], [-7.826, -0.571, 2.642], [-7.521, -1.944, 3.192], [-6.095, -2.366, 2.826], [-7.505, -1.869, 4.637], [-8.632, -0.076, 3.186], [-8.034, -0.720, 1.575], [-7.008, 0.149, 2.685], [-8.234, -2.726, 2.919], [-5.411, -1.570, 3.129], [-6.078, -2.611, 1.763], [-5.697, -3.225, 3.370], [-8.378, -1.645, 4.971], [0.456, 4.000, 0.074], [1.301, 5.248, 0.107], [2.752, 4.904, -0.205], [0.709, 6.210, -0.759], [-0.576, 4.324, 0.260], [0.686, 3.227, 0.806], [0.372, 3.484, -0.887], [1.247, 5.690, 1.109], [2.775, 4.334, -1.144], [3.285, 4.237, 0.476], [3.426, 5.752, -0.369], [1.266, 6.995, -0.731], [-2.560, 0.874, -4.116], [-1.203, 0.332, -4.651], [-0.103, 1.025, -4.104], [-2.549, 0.807, -3.036], [-3.300, 0.281, -4.654], [-2.645, 1.894, -4.494], [-1.173, 0.380, -5.742], [-1.170, -0.724, -4.383], [-0.259, 1.972, -4.117], [-0.854, -0.954, 3.941], [-1.946, -2.003, 4.173], [-1.593, -2.933, 5.184], [-1.245, -0.160, 3.297], [-0.059, -1.345, 3.298], [-0.503, -0.591, 4.902], [-2.216, -2.475, 3.226], [-2.803, -1.440, 4.545], [-0.725, -3.272, 4.934], [-0.483, -5.770, 1.380], [-0.097, -4.575, 0.556], [0.421, -3.561, 1.446], [-0.898, -6.566, 0.761], [-1.221, -5.444, 2.115], [0.346, -6.208, 1.939], [-0.997, -4.221, 0.051], [0.679, -4.752, -0.192], [0.392, -2.747, 0.913]]
}